{
  "formula": "C9H14N2PSY",
  "method": "the ωB97M-V functional and the def2-TZVPD basis",
  "elements": ["C", "C", "C", "C", "C", "Y", "P", "H", "H", "H", "H", "H", "H", "H", "H", "C", "N", "C", "C", "N", "C", "S", "H", "H", "H", "H", "H", "H"],
  "xyz": [[0.715573, 1.702404, -1.421078], [2.104000, 1.423181, -1.342353], [2.371597, 0.256281, -2.118871], [1.135405, -0.210400, -2.666697], [0.105942, 0.675091, -2.256332], [-0.640759, -1.216402, 1.897979], [-2.552553, 0.834739, 1.883042], [0.189893, 2.551595, -0.986959], [2.831723, 1.983243, -0.750439], [3.347733, -0.186825, -2.299327], [-0.946667, 0.612334, -2.522542], [0.999989, -1.088720, -3.291946], [-3.554287, 0.966177, 0.857666], [-2.011758, 2.168453, 1.824844], [-3.382295, 0.986310, 3.053614], [-1.478364, -3.517337, 2.521496], [-0.029821, -3.401463, 2.185286], [1.043139, -3.718082, 3.026331], [2.139989, -3.694646, 2.237024], [1.752032, -3.333133, 0.956169], [0.406755, -3.174302, 0.879430], [-0.551413, -2.443036, -0.348467], [-2.131241, -2.677772, 2.076609], [-1.883311, -4.431436, 2.065001], [-1.580495, -3.563436, 3.607378], [0.855338, -3.894746, 4.066845], [3.167648, -3.901036, 2.472078], [2.364786, -3.288572, 0.149350]],
  "forces_ev_per_angstrom": [[-0.46, -1.24, -0.48], [-0.17, -0.54, -0.06], [-0.82, 0.14, 0.19], [0.11, 0.81, 0.48], [0.99, 0.46, 0.73], [0.13, 2.29, -1.05], [-0.41, 1.07, -0.03], [0.16, -0.11, -0.09], [-0.17, -0.09, -0.34], [-0.13, 0.08, 0.09], [0.17, 0.04, -0.01], [0.07, 0.16, 0.03], [0.54, -0.13, 0.59], [-0.49, -0.35, 0.04], [0.33, 0.04, -0.65], [0.93, -1.12, -0.52], [-2.23, -0.40, 1.10], [0.41, -0.19, -0.55], [-0.11, -0.08, 0.03], [1.70, -0.55, -0.05], [-0.90, 0.25, -0.54], [0.15, -0.29, 0.29], [0.19, -0.74, 0.49], [-0.05, 0.26, 0.06], [0.00, 0.13, -0.17], [0.29, -0.15, 0.10], [0.03, 0.10, 0.07], [-0.26, 0.14, 0.25]],
  "mulliken_charge": [-0.5992, -0.5942, -0.5644, -0.5476, -0.5857, 0.4390, -0.2078, 0.4516, 0.3922, 0.4153, 0.4145, 0.4109, 0.1353, 0.1200, 0.1133, -0.6440, 0.0174, -0.3488, -0.5434, -0.0123, 0.0166, -0.2502, 0.3084, 0.3165, 0.2777, 0.4268, 0.4074, 0.2347],
  "e_lumo_ev": [-1.323, -1.051],
  "energy_ha": -1238.44688,
  "charge": 0,
  "gap_ev": [3.74, 3.99],
  "largest_force_ev_per_a": 2.53,
  "e_above_lowest_kj_mol": 50.9
}

***

{
  "formula": "C30H52N2O8S",
  "method": "the ωB97M-V functional and the def2-TZVPD basis",
  "elements": ["C", "C", "C", "C", "C", "C", "C", "C", "C", "C", "N", "S", "N", "C", "C", "C", "C", "H", "H", "H", "H", "H", "H", "H", "H", "H", "H", "H", "H", "C", "O", "C", "C", "O", "C", "H", "H", "H", "H", "H", "H", "H", "H", "H", "H", "C", "O", "C", "C", "O", "C", "H", "H", "H", "H", "H", "H", "H", "H", "H", "H", "C", "O", "C", "C", "O", "C", "H", "H", "H", "H", "H", "H", "H", "H", "H", "H", "C", "O", "C", "C", "O", "C", "H", "H", "H", "H", "H", "H", "H", "H", "H", "H"],
  "xyz": [[5.495674, -1.960295, 2.276657], [4.611373, -0.720766, 2.285982], [3.740587, -0.379896, 3.313671], [2.938184, 0.745658, 3.230485], [2.995754, 1.558706, 2.104743], [2.030521, 2.758794, 2.090365], [0.610465, 2.167185, 2.127188], [0.302488, 1.259934, 1.031141], [-0.886675, 0.633229, 0.935136], [-1.849000, 0.882776, 1.965478], [-3.060513, 0.324895, 2.047357], [-3.716984, 0.943470, 3.392959], [-2.533407, 1.922521, 3.937175], [-1.550120, 1.786024, 3.047526], [-0.270043, 2.435356, 3.108143], [3.860081, 1.255755, 1.064151], [4.649130, 0.123431, 1.182361], [6.445371, -1.704054, 1.792338], [5.625521, -2.416398, 3.264304], [4.981527, -2.712122, 1.652638], [3.678030, -1.002459, 4.210085], [2.245996, 1.004683, 4.034807], [2.089390, 3.291739, 1.128245], [2.211683, 3.408432, 2.954156], [1.053634, 1.084220, 0.258696], [-1.041156, -0.052190, 0.102758], [-0.011255, 3.099205, 3.934230], [3.904519, 1.869507, 0.163858], [5.324923, -0.154787, 0.367521], [0.823530, 3.122554, -2.428475], [1.341864, 1.804526, -2.339894], [0.388804, 0.818940, -2.724849], [0.647123, 0.320039, -4.131881], [0.427013, 1.340939, -5.096151], [1.636195, 1.927403, -5.554212], [1.658649, 3.818045, -2.349608], [0.315262, 3.294469, -3.379930], [0.128093, 3.309551, -1.603029], [-0.630227, 1.206562, -2.628697], [0.496668, -0.020068, -2.028824], [-0.059487, -0.486161, -4.352472], [1.659631, -0.084945, -4.220171], [2.147256, 1.243764, -6.240548], [2.302758, 2.180984, -4.727400], [1.384274, 2.839595, -6.094130], [1.011423, 0.828086, 10.161303], [0.531862, -0.359297, 9.553737], [-0.016966, -0.136018, 8.262082], [0.953619, -0.531507, 7.167917], [2.098623, 0.312383, 7.153670], [3.227920, -0.288819, 7.764393], [1.612890, 0.544573, 11.024130], [1.634581, 1.409866, 9.477691], [0.171792, 1.442369, 10.502729], [-0.325898, 0.907660, 8.147223], [-0.910895, -0.762367, 8.181828], [0.456339, -0.412943, 6.199644], [1.247095, -1.580704, 7.270465], [3.652129, -1.050557, 7.100641], [2.977007, -0.741925, 8.725983], [3.974806, 0.487462, 7.926667], [-5.277036, -4.121444, -0.497905], [-5.137091, -4.917343, 0.666295], [-3.972765, -5.731056, 0.642614], [-2.861530, -5.139549, 1.486565], [-2.382710, -3.920307, 0.938342], [-2.897348, -2.775196, 1.602804], [-6.045545, -3.374365, -0.303632], [-4.346805, -3.606978, -0.750823], [-5.593279, -4.742077, -1.343035], [-3.633701, -5.892843, -0.385534], [-4.253653, -6.702786, 1.061383], [-2.019431, -5.838938, 1.497103], [-3.194637, -4.996307, 2.519146], [-2.401347, -2.653733, 2.572417], [-3.977712, -2.840714, 1.750034], [-2.682319, -1.904462, 0.990722], [-0.501795, 0.863581, -8.056667], [-0.485761, 1.728391, -9.183497], [-0.891011, 1.084451, -10.382502], [-2.324804, 1.421840, -10.739327], [-3.238497, 0.887310, -9.791630], [-3.703203, 1.856377, -8.867553], [-0.409652, 1.470209, -7.162923], [-1.433503, 0.295327, -7.996251], [0.347026, 0.171819, -8.104074], [-0.755769, 0.000948, -10.305477], [-0.235326, 1.449980, -11.179671], [-2.562614, 0.965841, -11.705470], [-2.454675, 2.504177, -10.835581], [-4.432021, 2.516137, -9.351092], [-2.885074, 2.453487, -8.458653], [-4.195849, 1.331210, -8.050110]],
  "forces_ev_per_angstrom": [[-0.82, 0.12, -0.31], [0.21, 0.05, 0.00], [-0.04, -0.39, 0.62], [0.15, -0.07, -0.09], [-0.53, 1.09, 0.32], [-0.56, -1.12, -0.47], [1.12, 0.16, -0.74], [0.12, 0.40, 0.22], [0.15, -0.09, -0.05], [-0.04, -0.21, -0.17], [0.14, 0.76, 0.72], [-0.14, 0.07, 0.18], [-0.39, -0.77, -0.73], [0.48, 0.19, -0.06], [-0.42, -0.06, 0.27], [-0.11, -0.10, 0.15], [0.51, -0.35, -0.65], [-0.09, -0.30, 0.33], [0.17, 0.31, -0.18], [0.35, 0.12, 0.15], [0.06, 0.11, -0.25], [0.25, -0.16, -0.14], [0.35, 0.13, 0.45], [-0.06, 0.03, -0.35], [-0.08, 0.14, 0.28], [-0.39, 0.12, 0.33], [-0.21, -0.17, -0.21], [-0.02, -0.09, 0.25], [-0.18, 0.21, 0.17], [0.07, 0.02, 0.10], [-0.20, 0.06, -0.12], [0.40, -0.12, 0.16], [-0.43, 0.03, -0.10], [0.33, 0.07, 0.30], [-0.05, 0.01, -0.09], [0.03, -0.06, 0.04], [-0.02, -0.02, 0.01], [-0.06, 0.05, -0.04], [0.01, 0.02, -0.07], [-0.03, -0.03, -0.03], [0.03, -0.04, 0.03], [0.02, 0.05, 0.05], [0.08, 0.04, 0.02], [-0.01, -0.03, 0.02], [-0.05, -0.05, -0.02], [-0.03, -0.06, 0.05], [0.12, 0.17, -0.09], [-0.03, -0.36, 0.15], [-0.06, 0.38, -0.21], [0.01, -0.16, 0.16], [0.05, 0.07, -0.11], [-0.06, -0.06, 0.00], [-0.03, 0.01, -0.01], [0.04, 0.08, -0.01], [0.06, 0.00, -0.04], [-0.01, 0.03, -0.05], [-0.03, -0.04, 0.00], [-0.01, 0.01, 0.07], [0.04, -0.05, 0.08], [-0.02, -0.02, -0.01], [-0.03, 0.02, -0.06], [-0.06, -0.02, 0.04], [0.15, 0.10, -0.13], [-0.25, -0.05, 0.32], [0.29, -0.01, -0.33], [-0.24, 0.00, 0.11], [0.19, -0.10, -0.07], [-0.03, -0.06, 0.04], [0.01, -0.03, 0.00], [0.04, 0.05, -0.07], [0.05, 0.06, 0.02], [0.05, -0.02, -0.02], [-0.03, -0.04, 0.04], [-0.07, 0.00, -0.03], [-0.08, 0.07, 0.04], [0.00, -0.01, 0.01], [0.03, -0.06, -0.02], [0.01, 0.12, -0.12], [-0.15, -0.21, 0.02], [0.15, 0.41, -0.02], [-0.09, -0.40, -0.04], [0.11, 0.18, 0.10], [-0.09, -0.06, -0.04], [0.00, 0.02, -0.05], [0.02, -0.03, -0.05], [-0.04, -0.08, 0.05], [-0.08, 0.00, 0.02], [-0.03, -0.04, -0.04], [0.02, 0.04, -0.03], [0.06, 0.01, 0.04], [0.02, 0.07, 0.06], [0.01, 0.00, -0.02], [-0.01, -0.05, -0.06]],
  "mulliken_charge": [-1.4562, 0.6164, -0.5163, -0.3865, 0.5593, -1.2789, 0.1062, -0.4778, -0.5109, 1.2095, -0.6016, 0.1109, -0.7179, 0.6256, -0.5745, -0.6285, -0.5240, 0.3736, 0.3448, 0.2856, 0.3335, 0.5062, 0.3338, 0.3867, 0.3986, 0.3560, 0.4204, 0.3922, 0.3195, -0.7739, -0.2606, -0.2695, -0.8659, -0.2671, -0.8548, 0.2290, 0.3401, 0.2936, 0.3769, 0.2957, 0.4000, 0.3881, 0.3377, 0.4019, 0.2478, -0.6885, -0.3751, -0.6358, -0.3983, -0.3275, -0.8371, 0.2482, 0.2886, 0.3244, 0.3406, 0.3742, 0.3793, 0.3543, 0.2820, 0.3893, 0.2833, -0.7289, -0.3744, -0.4626, -0.5440, -0.3643, -0.6200, 0.2542, 0.3087, 0.3280, 0.3195, 0.3697, 0.3810, 0.3265, 0.3722, 0.3276, 0.0678, -0.5742, -0.3732, -0.5342, -0.4709, -0.3807, -0.7317, 0.1106, 0.3329, 0.3359, 0.3267, 0.3873, 0.3747, 0.3175, 0.3298, 0.3130, 0.2489],
  "e_lumo_ev": -0.374,
  "energy_ha": -2283.74486,
  "charge": 0,
  "gap_ev": 8.34,
  "largest_force_ev_per_a": 1.36,
  "e_above_lowest_kj_mol": 216.4
}

***

{
  "formula": "C5H5BrS",
  "method": "the ωB97M-V functional and the def2-TZVPD basis",
  "elements": ["C", "C", "C", "C", "C", "S", "Br", "H", "H", "H", "H", "H"],
  "xyz": [[-0.774696, 0.239811, 1.315636], [1.761242, -0.042982, 2.275827], [-0.242914, 0.049240, 0.152623], [1.986383, -0.231301, 1.005453], [-0.293160, -0.078238, -1.289620], [0.133820, 0.301982, 2.848207], [3.368589, -0.640191, -0.121386], [-1.815647, 0.405613, 1.550367], [2.458900, -0.069054, 3.099618], [-0.813710, -0.990829, -1.579413], [-0.796104, 0.784907, -1.739202], [0.715361, -0.126728, -1.709728]],
  "forces_ev_per_angstrom": [[0.28, 0.14, 0.93], [-0.31, 0.08, 0.16], [3.97, -0.52, 1.37], [-3.53, 0.40, -1.59], [-0.31, 0.10, -0.46], [-0.15, -0.08, -0.23], [0.21, 0.01, 0.08], [-0.33, 0.05, -0.27], [0.27, -0.05, 0.02], [-0.06, -0.03, -0.09], [0.00, -0.12, -0.01], [-0.05, 0.01, 0.09]],
  "mulliken_charge": [-0.3756, 0.0330, 0.3541, -0.4276, -0.8898, -0.0805, -0.1179, 0.3438, 0.3952, 0.2678, 0.2885, 0.2090],
  "e_lumo_ev": [0.197, 0.196],
  "energy_ha": -3165.56868,
  "charge": 0,
  "gap_ev": [8.39, 8.39],
  "largest_force_ev_per_a": 4.23,
  "e_above_lowest_kj_mol": 339.2
}

***

{
  "formula": "C2H8N2O3S",
  "method": "the ωB97M-V functional and the def2-TZVPD basis",
  "elements": ["C", "C", "N", "N", "O", "O", "O", "S", "H", "H", "H", "H", "H", "H", "H", "H"],
  "xyz": [[-0.215910, -1.023639, 2.281709], [-1.437597, -0.490410, 1.521290], [-1.640544, 0.665308, 1.162672], [1.799399, 0.467934, -2.522009], [-0.508870, 0.418677, -2.142060], [1.140935, -0.735986, -0.549266], [0.814501, 1.716602, -0.571628], [0.817050, 0.482389, -1.241151], [-0.435692, -0.875306, 3.339579], [-0.130485, -1.998963, 2.005282], [0.725476, -0.451504, 2.107245], [-2.214133, -1.251228, 1.379914], [-0.899920, 1.289675, 1.350163], [-1.346838, 0.687651, -1.891708], [1.675261, 1.358926, -3.003780], [1.857367, -0.260126, -3.226252]],
  "forces_ev_per_angstrom": [[-0.45, 3.60, 0.21], [1.40, -2.35, 1.54], [-1.99, 1.62, -1.52], [1.14, 2.07, -0.76], [2.46, -1.59, -1.06], [-1.16, 0.77, -0.24], [0.28, 1.21, 0.50], [-0.03, -2.85, -1.18], [-0.07, -0.51, 0.15], [0.68, -2.88, -0.31], [-0.80, -0.43, -0.26], [-0.04, 0.15, -0.19], [1.25, 0.80, 0.33], [-2.51, 0.99, 1.88], [0.27, -0.19, 0.04], [-0.45, -0.42, 0.85]],
  "mulliken_charge": [-0.9505, 0.0990, -0.6438, -0.6129, -0.4461, -0.5543, -0.5382, 1.2571, 0.3472, 0.3089, 0.2401, 0.3502, 0.2629, 0.3467, 0.2556, 0.2783],
  "e_lumo_ev": 0.385,
  "energy_ha": -814.37428,
  "smiles": "NS(=O)(=O)O.[H]/N=C\\C",
  "charge": 0,
  "gap_ev": 9.98,
  "largest_force_ev_per_a": 3.64,
  "e_above_lowest_kj_mol": 117.1
}